{
  "formula": "C26H20As2F6N3P2PdS4Se2",
  "method": "ωB97M-V with the def2-TZVPD basis set",
  "symbols": ["Pd", "S", "As", "S", "S", "S", "Se", "P", "C", "C", "C", "C", "C", "C", "C", "C", "C", "C", "C", "C", "C", "C", "N", "N", "N", "P", "Se", "C", "C", "C", "C", "C", "C", "C", "C", "C", "C", "C", "C", "H", "H", "H", "H", "H", "H", "H", "H", "H", "H", "H", "H", "H", "H", "H", "H", "H", "H", "H", "H", "F", "As", "F", "F", "F", "F", "F"],
  "xyz": [[1.34510, -3.94489, 0.27858], [4.86760, -2.71299, 1.92880], [3.47388, -4.27251, 2.35295], [1.47377, -3.41762, 2.58112], [3.10652, -5.53294, 0.61894], [4.25152, -5.18353, 4.04702], [-4.28024, 0.58230, -0.11159], [-2.41910, 0.79955, 0.85692], [-2.61309, 1.16803, 2.63922], [-3.14968, 0.18988, 3.48166], [-3.37547, 0.47255, 4.81981], [-3.08972, 1.73160, 5.33079], [-2.58496, 2.71355, 4.49440], [-2.35119, 2.43880, 3.15294], [-1.43537, 2.17118, 0.18502], [-1.89678, 2.87175, -0.92224], [-1.19901, 3.98259, -1.37995], [-0.05916, 4.41364, -0.71431], [0.39970, 3.72481, 0.40116], [-0.27593, 2.59641, 0.84243], [-1.46117, -0.75796, 0.72449], [-0.25884, -1.28831, 0.27494], [-0.29541, -2.61567, 0.58948], [-1.40736, -2.89853, 1.21651], [-2.13130, -1.79836, 1.28700], [1.03887, -0.78777, -0.79528], [2.71417, -2.22318, -0.73494], [0.40978, -0.56532, -2.45784], [-0.71659, 0.23740, -2.63076], [-1.24133, 0.40735, -3.89919], [-0.65218, -0.22804, -4.98637], [0.46037, -1.03853, -4.81061], [0.99860, -1.21054, -3.54356], [1.83809, 0.72291, -0.26330], [2.24076, 1.66684, -1.20454], [3.07237, 2.70778, -0.80988], [3.49547, 2.79573, 0.50792], [3.08345, 1.85440, 1.44996], [2.26342, 0.80896, 1.06572], [-3.39012, -0.78425, 3.08414], [-3.78789, -0.29544, 5.46317], [-3.27481, 1.95045, 6.37550], [-2.37604, 3.70428, 4.88075], [-1.97435, 3.22377, 2.51707], [-2.80855, 2.54507, -1.40816], [-1.55936, 4.52566, -2.24577], [0.46787, 5.29731, -1.05683], [1.27962, 4.06943, 0.93397], [0.07488, 2.06446, 1.71952], [-1.18779, 0.71552, -1.78285], [-2.11973, 1.02628, -4.03400], [-1.07497, -0.09988, -5.97538], [0.90492, -1.55180, -5.65360], [1.84614, -1.86528, -3.40173], [1.90987, 1.58380, -2.23354], [3.39342, 3.44381, -1.53525], [4.15571, 3.60098, 0.80760], [3.41875, 1.92600, 2.47727], [1.96306, 0.05223, 1.78438], [-0.15104, -5.54355, -0.69880], [0.03587, -5.14105, -2.42746], [-1.63059, -5.27040, -2.68272], [0.34264, -4.59385, -4.01591], [-0.15852, -3.48036, -1.94475], [1.72830, -4.91636, -2.00753], [0.33311, -6.76817, -2.80247]],
  "mulliken_spin": [-0.01, 0.70, -0.07, 0.00, 0.00, 0.36, 0.00, 0.00, 0.00, 0.00, 0.00, 0.00, 0.00, 0.00, 0.00, 0.00, 0.00, 0.00, 0.00, 0.00, 0.00, 0.00, 0.00, 0.00, 0.00, 0.02, 0.01, 0.00, 0.00, 0.00, 0.00, 0.00, 0.00, 0.00, 0.00, 0.00, 0.00, 0.00, 0.00, 0.00, 0.00, 0.00, 0.00, 0.00, 0.00, 0.00, 0.00, 0.00, 0.00, 0.00, 0.00, 0.00, 0.00, 0.00, 0.00, 0.00, 0.00, 0.00, 0.00, 0.00, 0.00, 0.00, 0.00, 0.00, 0.00, 0.00],
  "spin_multiplicity": 2,
  "orbital_gap_ev": [4.0, 3.9],
  "e_homo_ha": [-0.3008, -0.3008],
  "total_energy_ev": -365831.99404,
  "de_lowest_kj_mol": 149.4,
  "charge": 0
}



{
  "formula": "C26H20BrF4N2PReS2",
  "method": "ωB97M-V with the def2-TZVPD basis set",
  "symbols": ["Re", "F", "C", "C", "F", "C", "F", "C", "P", "C", "C", "C", "C", "C", "C", "C", "C", "C", "C", "C", "C", "C", "Br", "C", "F", "H", "H", "H", "H", "H", "H", "H", "H", "H", "H", "C", "C", "C", "N", "C", "C", "H", "H", "H", "H", "H", "S", "C", "N", "C", "C", "S", "H", "H", "H", "H", "H"],
  "xyz": [[0.86183, -0.28716, 0.00842], [6.49464, -0.39286, 4.34902], [5.26538, -0.33206, 3.96728], [4.22332, -0.19496, 4.85523], [4.41624, -0.11909, 6.12894], [2.89308, -0.13943, 4.35177], [1.94727, -0.03376, 5.21228], [2.57070, -0.21294, 2.95154], [0.81731, -0.04933, 2.32329], [0.33709, 1.50572, 3.06546], [0.99755, 2.66264, 2.61919], [0.73378, 3.87769, 3.22526], [-0.18618, 3.94611, 4.26826], [-0.83031, 2.79932, 4.71941], [-0.56385, 1.57195, 4.13127], [0.00824, -1.47973, 3.03189], [0.73110, -2.60653, 3.43799], [0.06240, -3.70152, 3.96371], [-1.32078, -3.67890, 4.08038], [-2.04681, -2.56731, 3.65872], [-1.39024, -1.47186, 3.12625], [3.62036, -0.35321, 2.11821], [3.29970, -0.44463, 0.21280], [4.96368, -0.41737, 2.57995], [5.92493, -0.55993, 1.74004], [1.73087, 2.61558, 1.81944], [1.24602, 4.77167, 2.89564], [-0.39179, 4.89814, 4.74011], [-1.53427, 2.85940, 5.53863], [-1.04086, 0.68168, 4.51703], [1.81215, -2.64465, 3.35474], [0.62035, -4.56758, 4.29374], [-1.83791, -4.52808, 4.50783], [-3.12345, -2.55291, 3.76644], [-1.96232, -0.60200, 2.82291], [-2.40591, -3.63363, -0.97610], [-2.87655, -2.45149, -0.40577], [-1.98531, -1.45760, -0.08209], [-0.66360, -1.58697, -0.35196], [-0.20949, -2.72777, -0.92984], [-1.04695, -3.77805, -1.23108], [-3.09446, -4.43216, -1.22430], [-3.92997, -2.30691, -0.20693], [-2.29780, -0.53209, 0.38248], [0.85301, -2.77818, -1.16073], [-0.64569, -4.67795, -1.67662], [0.27035, 1.74393, -0.53289], [0.18208, 1.80502, -2.33020], [-0.45396, 2.73850, -2.95652], [-0.38221, 2.72004, -4.43664], [0.24081, 1.37124, -4.84201], [0.97714, 0.66306, -3.30564], [-0.93121, 3.49734, -2.47601], [0.21705, 3.57109, -4.75980], [-1.39041, 2.82705, -4.83318], [1.04794, 1.49030, -5.56028], [-0.48787, 0.66082, -5.22257]],
  "mulliken_spin": [0.00, 0.01, 0.07, 0.08, 0.01, 0.22, 0.07, 0.12, 0.00, 0.02, 0.00, -0.01, 0.01, 0.01, -0.01, 0.00, 0.00, 0.01, 0.00, 0.00, 0.00, 0.08, 0.00, 0.23, 0.07, 0.00, 0.00, 0.00, 0.00, 0.00, 0.01, 0.00, 0.00, 0.00, 0.00, 0.00, 0.00, 0.00, 0.00, 0.00, 0.00, 0.00, 0.00, 0.00, 0.00, 0.00, 0.00, 0.00, 0.00, 0.00, 0.00, 0.00, 0.00, 0.00, 0.00, 0.00, 0.00],
  "spin_multiplicity": 2,
  "orbital_gap_ev": [6.5, 4.3],
  "e_homo_ha": [-0.7313, -0.7293],
  "total_energy_ev": -144224.76143,
  "de_lowest_kj_mol": 48.2,
  "charge": 4
}



{
  "formula": "C26H20Cl2N3O6Pb",
  "method": "ωB97M-V with the def2-TZVPD basis set",
  "symbols": ["Pb", "C", "O", "C", "C", "C", "C", "C", "C", "N", "N", "C", "C", "O", "C", "C", "C", "C", "C", "C", "C", "C", "H", "H", "H", "H", "H", "H", "H", "H", "H", "H", "H", "H", "H", "N", "C", "C", "O", "O", "H", "H", "H", "H", "Cl", "C", "C", "C", "Cl", "C", "O", "C", "C", "O", "C", "H", "H", "H"],
  "xyz": [[-0.53283, -0.87767, -1.92247], [2.30298, -0.59311, -4.43817], [2.21092, -0.33294, -3.01485], [3.11482, 0.43387, -2.43089], [4.14321, 1.09626, -3.10400], [5.01476, 1.89437, -2.39380], [4.91354, 2.07703, -1.00117], [3.92146, 1.43843, -0.31977], [3.01149, 0.60611, -1.01611], [2.00032, -0.06038, -0.41924], [1.83023, -0.09930, 0.80623], [0.87829, 0.19885, 1.59637], [-0.15526, 1.15675, 0.99260], [0.02566, 1.54062, -0.14684], [-1.24742, 1.54038, 1.86168], [-1.32147, 1.06155, 3.11167], [-0.33734, 0.16239, 3.70571], [-0.48831, -0.28402, 5.01222], [0.45032, -1.13689, 5.57330], [1.55187, -1.55096, 4.83507], [1.71393, -1.11994, 3.52982], [0.77151, -0.26953, 2.96409], [2.20254, 0.33524, -4.99872], [3.25091, -1.07964, -4.66454], [1.47580, -1.25504, -4.67156], [4.26233, 0.98793, -4.17120], [5.80864, 2.39538, -2.93299], [5.62151, 2.70761, -0.48365], [3.81932, 1.53757, 0.75318], [-1.99424, 2.20863, 1.45605], [-2.15683, 1.35314, 3.73829], [-1.34694, 0.03819, 5.58769], [0.32526, -1.48151, 6.59081], [2.28173, -2.21494, 5.27749], [2.56739, -1.44358, 2.94757], [-0.72042, 1.37989, -2.94334], [-1.33321, 1.20026, -4.28086], [-0.86225, -0.12368, -4.91082], [-0.45434, -0.13818, -6.05396], [-0.93274, -1.15228, -4.11443], [-1.32705, 1.90756, -2.32534], [0.14509, 1.90222, -3.02119], [-1.08397, 2.01904, -4.95199], [-2.41457, 1.14400, -4.16203], [-6.33522, -1.76320, 3.31666], [-4.85366, -1.65752, 2.42352], [-3.70941, -2.30461, 2.92564], [-2.52036, -2.22704, 2.25882], [-1.14220, -3.07953, 2.86772], [-2.36113, -1.48052, 1.04178], [-1.22415, -1.36026, 0.48194], [-3.56519, -0.88883, 0.53335], [-3.62508, -0.19773, -0.71358], [-2.72541, -0.01232, -1.55186], [-4.78585, -0.98127, 1.24566], [-3.77829, -2.87892, 3.84009], [-4.60885, 0.23064, -0.95480], [-5.67182, -0.50854, 0.83911]],
  "mulliken_charge": [1.59, -1.20, -0.11, 0.71, -0.74, -0.56, -0.97, -0.34, 0.65, 0.22, -0.61, 0.78, 1.14, -0.55, -0.88, -0.68, 0.68, -0.87, -0.63, -0.74, -0.46, 0.29, 0.48, 0.52, 0.25, 0.50, 0.42, 0.42, 0.49, 0.49, 0.43, 0.46, 0.43, 0.44, 0.47, -0.44, -0.49, 0.49, -0.65, -0.70, 0.27, 0.25, 0.42, 0.25, -0.22, 0.02, -0.58, 0.58, -0.14, -0.02, -0.80, 0.91, -0.37, -0.56, -1.02, 0.48, 0.36, 0.41],
  "orbital_gap_ev": 4.7,
  "e_homo_ha": -0.3811,
  "total_energy_ev": -74327.48786,
  "de_lowest_kj_mol": 22.1,
  "charge": 1
}



{
  "formula": "C26H20ClF3N2O5S3",
  "method": "ωB97M-V with the def2-TZVPD basis set",
  "symbols": ["Cl", "C", "C", "C", "C", "N", "C", "C", "C", "C", "C", "C", "C", "C", "O", "C", "H", "H", "H", "H", "H", "H", "H", "H", "H", "H", "F", "C", "F", "F", "S", "N", "S", "C", "C", "C", "C", "C", "C", "O", "O", "S", "C", "C", "C", "C", "C", "C", "O", "O", "H", "H", "H", "H", "H", "H", "H", "H", "H", "H"],
  "xyz": [[-2.39490, -1.93746, 4.16891], [-2.71186, -0.52915, 3.26129], [-3.39749, 0.56043, 3.80155], [-3.60617, 1.63929, 2.95651], [-3.13009, 1.62307, 1.64698], [-2.39949, 0.62085, 1.18231], [-1.58270, 0.65534, -0.38181], [-2.54751, -0.28314, -1.21921], [-2.29077, -0.51574, -2.68144], [-2.53056, -1.83067, -3.11996], [-2.41975, -2.16749, -4.46763], [-2.15646, -1.17057, -5.41597], [-2.02182, 0.15395, -4.99782], [-2.05945, 0.47980, -3.64183], [-3.39753, -0.96185, -0.65370], [-2.24137, -0.48587, 1.94107], [-3.69222, 0.54563, 4.83717], [-4.11449, 2.53771, 3.27736], [-3.42814, 2.43831, 0.97590], [-1.95907, 2.57730, -2.05006], [-2.81489, -2.57438, -2.37719], [-2.53461, -3.20647, -4.76836], [-2.06161, -1.42628, -6.48027], [-1.85767, 0.96390, -5.71332], [-1.95921, 1.51691, -3.34504], [-1.75509, -1.35058, 1.49507], [-0.26258, 4.29283, 0.47762], [0.13090, 3.25694, -0.31846], [0.73422, 3.73491, -1.40815], [1.01821, 2.50541, 0.36558], [-1.67396, 2.28547, -0.74237], [3.03060, 0.38790, -0.88814], [1.67488, 0.08717, -1.41085], [1.31097, -1.68909, -1.82551], [1.35978, -2.04354, -3.16564], [1.46699, -3.39495, -3.49202], [1.40535, -4.36031, -2.47815], [1.19302, -3.98194, -1.14471], [1.11785, -2.62800, -0.81884], [-0.46742, 0.10833, -0.12756], [0.87320, 0.72492, -2.47067], [1.19047, 0.57054, 2.57672], [2.73726, 1.20007, 3.37247], [3.72912, 0.30809, 3.75551], [4.92172, 0.79902, 4.30141], [5.10231, 2.17583, 4.46751], [4.08798, 3.06410, 4.09251], [2.89547, 2.57178, 3.55067], [0.09463, 1.16591, 3.34075], [1.28683, -0.88309, 2.54816], [1.31215, -1.28544, -3.94539], [1.61392, -3.68634, -4.53485], [1.52187, -5.41770, -2.72853], [1.10579, -4.73208, -0.35958], [0.92025, -2.30077, 0.19773], [3.57562, -0.76241, 3.62915], [5.70662, 0.09881, 4.59103], [6.03375, 2.55991, 4.88669], [4.22035, 4.14088, 4.21610], [2.09676, 3.25398, 3.25931]],
  "mulliken_charge": [-0.21, 0.15, -0.33, -0.77, 0.06, 0.42, 0.70, -0.12, 1.28, -0.53, -0.60, -0.46, -0.96, -0.10, -0.56, -0.31, 0.46, 0.42, 0.39, 0.42, 0.46, 0.41, 0.39, 0.38, -0.22, 0.32, -0.21, 0.79, -0.17, -0.02, -0.19, -0.58, 0.95, 0.37, -0.29, -0.70, -0.35, -0.75, -0.26, -0.48, -0.57, 1.00, 0.07, -0.35, -0.49, -0.40, -0.59, -0.49, -0.63, -0.69, 0.49, 0.38, 0.38, 0.43, 0.55, 0.37, 0.35, 0.34, 0.34, 0.32],
  "orbital_gap_ev": 3.3,
  "e_homo_ha": -0.2041,
  "total_energy_ev": -93674.49951,
  "de_lowest_kj_mol": 347.7,
  "charge": 0
}